No. 1
A 2-piece molecular cluster, C6H9N2O2 overall. Source: the Open Molecules 2025 dataset; level of theory: the ωB97M-V functional and the def2-TZVPD basis.

The relative energy (zero: lowest compared OMol25 entry of this formula, charge and spin) is 2.647 eV. The frontier orbital gap is 8.13 eV. The value obtained for the max |F| is 0.1243 hartree/bohr.

Structure (ORCA input):
```
! wB97M-V def2-TZVPD RIJCOSX def2/J DEFGRID3
* xyz -1 1
C 4.1243 0.3152 1.0507
C 1.0490 -0.8279 -0.5885
C 2.5434 0.0189 0.7459
C 1.3057 0.3743 1.2967
N 2.3589 -0.5657 -0.4707
N 0.4470 -0.1738 0.3974
H 0.3937 -1.5008 -1.3221
H -0.5649 -0.0611 0.3555
H 1.2167 0.6314 2.3685
H 4.7699 -0.3282 0.4761
H 4.2306 -0.1260 1.9736
H 4.2357 1.4684 0.7448
C -3.6052 1.1292 -1.1306
C -2.6247 0.0795 -0.5410
O -1.8659 -0.4154 -1.2903
O -2.9996 -0.2675 0.6197
H -3.7838 1.0432 -2.2246
H -3.4711 2.1668 -0.9298
H -4.4994 0.8102 -0.5634
*
```



No. 2
A 2-piece molecular cluster, C5H10 overall. Source: the Open Molecules 2025 dataset; level of theory: the ωB97M-V functional and the def2-TZVPD basis.

The relative energy (zero: lowest compared OMol25 entry of this formula, charge and spin) is 2.064 eV. The frontier orbital gap is 10.77 eV. As for the SMILES: C=CC.C=C. The value obtained for the max |F| is 0.0324 hartree/bohr.

Structure (ORCA input):
```
! wB97M-V def2-TZVPD RIJCOSX def2/J DEFGRID3
* xyz 0 1
C -1.8977 -1.1244 2.0113
C -1.8117 -0.9271 3.3248
H -2.0348 -2.1348 1.6591
H -1.5388 -0.3266 1.3791
H -2.0218 -1.7154 4.0406
H -1.4414 -0.0395 3.8246
C 1.4200 1.8438 -2.1440
C 0.8305 0.6274 -1.4948
C 1.3743 -0.5743 -1.6350
H 2.4933 1.7617 -2.3019
H 1.0024 2.0743 -3.1323
H 1.1872 2.7483 -1.5770
H -0.0192 0.8503 -0.8623
H 1.0364 -1.4409 -1.0811
H 2.2078 -0.7603 -2.2947
*
```



No. 3
C32H64O8Si3 as an isolated structure. Source: the Open Molecules 2025 dataset; level of theory: the ωB97M-V functional and the def2-TZVPD basis.

The frontier orbital gap is 10.07 eV. The value obtained for the max |F| is 0.0297 hartree/bohr.

Structure (ORCA input):
```
! wB97M-V def2-TZVPD RIJCOSX def2/J DEFGRID3
* xyz 0 1
C 4.8327 -0.6667 0.5515
C 4.5298 0.6818 -0.1738
C 3.0894 0.7159 -0.7694
C 3.0444 1.1907 -2.2341
O 2.1513 2.3129 -2.4396
Si 0.6189 1.8156 -2.8607
O -0.5569 2.7214 -2.0792
Si -0.8258 2.1815 -0.5008
C -2.2407 3.0763 0.3431
C -3.4324 3.4468 -0.5787
C -4.7222 2.6148 -0.3680
C -5.2055 2.4615 1.0969
C -5.8005 1.0481 1.3537
C -4.8126 0.0196 1.9248
C -3.5658 -0.2913 1.0543
C -3.1279 -1.7792 1.2421
Si -3.0924 -2.7834 -0.3737
C -1.3486 -2.5122 -1.0925
C -3.2568 -4.6336 -0.0627
C -4.3139 -2.0968 -1.6403
C -4.0474 -2.1144 -2.9962
C -4.9213 -1.5805 -3.9090
C -6.0965 -1.0055 -3.5078
C -6.3999 -1.0002 -2.1683
C -5.5181 -1.5334 -1.2665
H 5.6458 -1.1847 0.0392
H 3.9665 -1.3349 0.5712
H 5.1321 -0.4989 1.5895
H 5.2972 0.8990 -0.9153
H 4.5819 1.4535 0.6002
H 2.5227 1.4306 -0.1690
H 2.6324 -0.2745 -0.7034
H 4.0359 1.4920 -2.5807
H 2.7153 0.3546 -2.8681
H 0.4888 0.4386 -2.3358
H 0.4082 1.8050 -4.3125
H -1.0562 0.7218 -0.4670
H 0.4019 2.4828 0.2713
H -2.5135 2.4975 1.2305
H -1.8223 4.0188 0.7213
H -3.1214 3.2678 -1.6163
H -3.6838 4.5097 -0.5238
H -5.5169 3.1544 -0.8985
H -4.6287 1.6599 -0.8951
H -4.4674 2.7493 1.8499
H -6.0498 3.1497 1.2220
H -6.5669 1.1899 2.1285
H -6.3151 0.7064 0.4513
H -4.5001 0.2876 2.9385
H -5.3668 -0.9256 2.0201
H -2.7424 0.3084 1.4562
H -3.6789 -0.0109 0.0068
H -2.0911 -1.7954 1.6017
H -3.7239 -2.2963 2.0024
H -1.3779 -2.5925 -2.1846
H -0.6486 -3.2713 -0.7342
H -1.0430 -1.4897 -0.8522
H -2.7291 -4.8434 0.8790
H -2.7570 -5.2407 -0.8235
H -4.2844 -4.9856 0.0738
H -3.1362 -2.5509 -3.3947
H -4.6673 -1.5843 -4.9650
H -6.7908 -0.5607 -4.2129
H -7.3209 -0.5586 -1.7978
H -5.7788 -1.4959 -0.2095
O 7.6313 0.1701 -0.7953
C 8.3337 1.1432 -0.8429
O 8.0878 2.1656 -0.0031
C 8.9549 3.2935 0.1547
C 8.6836 4.3558 -0.8898
C 9.4238 1.2810 -1.8788
H 10.0004 2.9817 0.1700
H 8.7379 3.6940 1.1429
H 8.8743 3.9874 -1.8983
H 9.3124 5.2299 -0.7182
H 7.6376 4.6624 -0.8542
H 8.9827 1.6306 -2.8114
H 9.8654 0.3000 -2.0390
H 10.2319 1.9479 -1.5875
O -11.0960 -5.3786 0.6740
C -10.1452 -5.4352 -0.0554
O -9.2257 -4.4511 -0.0167
C -7.9759 -4.5071 -0.7104
C -8.1096 -4.0451 -2.1451
C -10.0013 -6.5403 -1.0765
H -7.5346 -5.5027 -0.6334
H -7.3112 -3.8310 -0.1730
H -8.7820 -4.6874 -2.7156
H -7.1357 -4.0407 -2.6371
H -8.5241 -3.0379 -2.1809
H -10.5851 -6.2835 -1.9594
H -10.3957 -7.4562 -0.6423
H -8.9739 -6.7454 -1.3683
O 11.5923 3.3710 4.6971
C 10.5632 2.7598 4.6185
O 9.4708 3.3727 4.1187
C 8.2496 2.6917 3.8162
C 7.3654 2.5616 5.0386
C 10.4417 1.3488 5.1453
H 8.4499 1.7299 3.3408
H 7.7462 3.3057 3.0710
H 7.8409 1.9656 5.8180
H 6.4170 2.0915 4.7763
H 7.1646 3.5446 5.4659
H 10.2639 1.3868 6.2192
H 11.3818 0.8350 4.9577
H 9.6600 0.7617 4.6689
*
```



No. 4
One molecule with the formula C5H7NS. Source: the Open Molecules 2025 dataset; level of theory: the ωB97M-V functional and the def2-TZVPD basis.

The relative energy (zero: lowest compared OMol25 entry of this formula, charge and spin) is 0.083 eV. The frontier orbital gap is 9.17 eV. As for the SMILES: C=C1CCC(=S)N1. The value obtained for the max |F| is 0.0391 hartree/bohr.

Structure (ORCA input):
```
! wB97M-V def2-TZVPD RIJCOSX def2/J DEFGRID3
* xyz 0 1
C 2.0667 0.4420 -0.4857
C 0.7787 0.1806 -0.2514
C 0.2059 -1.0682 0.2977
C -1.2788 -0.7306 0.4301
C -1.4539 0.7073 0.0129
H 2.8275 -0.3157 -0.3573
H 2.3548 1.4414 -0.7887
H 0.3482 -1.9073 -0.3795
H 0.6849 -1.3905 1.2243
H -1.8738 -1.3909 -0.2286
H -1.5875 -0.8653 1.4549
H -0.0279 2.1266 -0.6167
N -0.2385 1.1736 -0.3323
S -2.8063 1.5970 0.0203
*
```



Record-wise DFT total energy values, in Ha: -494.0254, -196.4326, -2728.2056, -647.6540